1.
{"formula": "CHN3O2S", "method": "ωB97M-V/def2-TZVPD", "species": ["C", "N", "N", "N", "O", "O", "S", "H"], "coordinates": [[-1.3785, 0.0432, 0.1108], [-0.4890, -0.9349, -0.1032], [-1.3072, 1.2040, 0.5187], [1.3160, 1.1109, 0.3706], [1.9465, -1.4433, 0.1889], [1.3320, 0.7513, -1.0163], [0.9815, -0.4191, 0.0463], [-2.4014, -0.3121, -0.1158]], "nbo_charge": [0.1105, -0.8260, -0.1117, -0.3237, -0.8204, -0.5074, 2.2083, 0.2704], "homo_ev": [-9.8, -9.8], "charge": 0, "orbital_gap_ev": [6.47, 6.47], "de_lowest_kj_mol": 796.1, "lumo_energy_ha": [-0.1215, -0.1216]}



2.
{"formula": "CHN3O3", "method": "ωB97M-V/def2-TZVPD", "species": ["C", "N", "N", "N", "O", "O", "O", "H"], "coordinates": [[0.3283, 3.2431, -0.4251], [0.6155, 4.2054, -0.9524], [0.3975, 0.7340, 1.0691], [1.4813, 0.3159, 0.2953], [2.5228, 0.8659, 0.5040], [1.2424, -0.5801, -0.5009], [-0.6767, 0.0721, 0.7981], [-0.4658, -0.5936, 0.0637]], "nbo_charge": [0.3784, -0.4281, 0.1000, 0.5487, -0.2816, -0.4194, -0.3939, 0.4960], "homo_ev": [-12.6, -11.2], "charge": 0, "orbital_gap_ev": [9.78, 6.88], "de_lowest_kj_mol": 558.3, "lumo_energy_ha": [-0.1027, -0.1577]}



3.
{"formula": "CHN3O3", "method": "ωB97M-V/def2-TZVPD", "species": ["C", "N", "N", "N", "O", "O", "O", "H"], "coordinates": [[-1.4779, 1.0756, -0.0058], [-2.1146, 1.8947, 0.4534], [0.2407, -0.0212, -0.9688], [0.1555, -1.0792, 0.0176], [-0.4364, -2.0801, -0.2309], [0.9353, -0.9694, 1.0116], [1.1356, 0.8111, -0.6140], [1.5619, 0.3685, 0.3369]], "nbo_charge": [0.1992, -0.4305, 0.1884, 0.5493, -0.2246, -0.4038, -0.3730, 0.4952], "homo_ev": [-12.0, -11.5], "charge": 0, "orbital_gap_ev": [8.71, 8.02], "de_lowest_kj_mol": 538.1, "lumo_energy_ha": [-0.1212, -0.1282]}



4.
{"formula": "CHN3O4S", "method": "ωB97M-V/def2-TZVPD", "species": ["C", "N", "N", "N", "O", "O", "O", "O", "S", "H"], "coordinates": [[-1.5234, 0.3917, -0.4399], [-2.4211, 1.0364, -0.0911], [-0.5471, -0.3954, -0.9613], [1.7633, -2.1127, 1.6970], [2.6669, -2.7649, 1.9886], [0.3663, -3.0510, 1.2299], [-0.5183, -1.7323, -0.6784], [1.4839, -0.9952, 1.6166], [-0.8864, -2.2400, 0.8921], [0.1890, 0.1785, -1.2512]], "nbo_charge": [0.3529, -0.3432, -0.3623, 0.7135, -0.2419, -0.6941, -0.5009, -0.2756, 0.9470, 0.4045], "homo_ev": [-9.5, -9.5], "charge": 0, "orbital_gap_ev": [8.70, 8.70], "de_lowest_kj_mol": 210.9, "lumo_energy_ha": [-0.0286, -0.0286]}



5.
{"formula": "CHN3OS", "method": "ωB97M-V/def2-TZVPD", "species": ["S", "C", "N", "N", "N", "O", "H"], "coordinates": [[-0.6200, 1.7326, 0.5392], [-0.0107, 0.1576, 0.0997], [-0.0331, -0.9266, 0.8317], [0.3897, -1.8671, 0.0069], [0.6635, -1.4390, -1.1282], [0.4249, -0.0641, -1.1308], [-0.5558, 1.4731, 1.8480]], "nbo_charge": [0.0938, 0.3293, -0.3434, -0.0267, 0.0772, -0.2937, 0.1634], "homo_ev": -10.4, "charge": 0, "smiles": "Sc1nnno1", "orbital_gap_ev": 10.80, "de_lowest_kj_mol": 236.0, "lumo_energy_ha": 0.0157}



6.
{"formula": "CHN4O3", "method": "ωB97M-V/def2-TZVPD", "species": ["C", "N", "N", "N", "N", "O", "O", "O", "H"], "coordinates": [[-1.4628, 0.0825, -0.2511], [-0.4194, 0.6276, -0.2650], [-3.6121, -1.1228, 0.2022], [-2.3812, -0.7554, -0.0807], [1.3128, -1.5416, -0.0768], [-4.5130, -0.2965, 0.1898], [2.0467, -2.4455, 0.2410], [1.6667, -0.3612, 0.3667], [0.8642, 0.2341, 0.2165]], "nbo_charge": [0.5259, -0.6700, 0.2207, -0.4880, 0.3291, -0.4540, -0.3982, -0.5469, 0.4814], "homo_ev": -5.0, "charge": -1, "orbital_gap_ev": 9.39, "de_lowest_kj_mol": 0.0, "lumo_energy_ha": 0.1614}



7.
{"formula": "CHNO", "method": "ωB97M-V/def2-TZVPD", "species": ["C", "N", "O", "H"], "coordinates": [[-1.9983, -0.1984, 0.0053], [-3.0836, 0.0893, -0.0103], [-0.0871, -0.7448, 0.0651], [-0.1831, -0.5242, -0.9572]], "nbo_charge": [0.4526, -0.3882, -0.5529, 0.4885], "homo_ev": -12.9, "charge": 0, "orbital_gap_ev": 10.04, "de_lowest_kj_mol": 484.7, "lumo_energy_ha": -0.1071}



8.
{"formula": "CHNO2S", "method": "ωB97M-V/def2-TZVPD", "species": ["C", "N", "O", "S", "O", "H"], "coordinates": [[-0.5909, -0.1089, -0.0041], [-1.0926, -1.2569, 0.0076], [-2.4000, -1.3205, -0.0028], [-3.0296, 0.5021, -0.0011], [-1.4174, 0.9695, 0.0056], [0.4639, 0.1059, -0.0003]], "nbo_charge": [0.2880, -0.1068, -0.4020, 0.6423, -0.6312, 0.2097], "homo_ev": -8.7, "charge": 0, "smiles": "C1=NOSO1", "orbital_gap_ev": 7.89, "de_lowest_kj_mol": 246.4, "lumo_energy_ha": -0.0296}



9.
{"formula": "CHNO3S", "method": "ωB97M-V/def2-TZVPD", "species": ["C", "N", "O", "O", "O", "S", "H"], "coordinates": [[2.9761, 0.0344, 0.0322], [1.0812, 0.0162, 0.4909], [2.0665, -0.9667, 0.1656], [2.0521, 1.0144, 0.1871], [0.0894, 0.0155, -0.4321], [4.5540, -0.0254, -0.1376], [-0.1873, -1.0094, -0.4825]], "nbo_charge": [0.3841, 0.3436, -0.3629, -0.3286, -0.5319, -0.0035, 0.4992], "homo_ev": -9.9, "charge": 0, "orbital_gap_ev": 10.12, "de_lowest_kj_mol": 478.4, "lumo_energy_ha": 0.0079}



10.
{"formula": "CHNO4S", "method": "ωB97M-V/def2-TZVPD", "species": ["C", "N", "O", "O", "O", "O", "S", "H"], "coordinates": [[0.6043, -0.6266, 0.2083], [1.6762, 0.1591, 0.3195], [-0.2636, -1.3913, 0.4853], [1.7102, -0.3826, -0.8905], [2.2530, 1.0835, 0.8306], [-0.9099, 0.9644, -0.3136], [-1.9544, -0.0540, -0.7357], [-3.1158, 0.2474, 0.0960]], "nbo_charge": [0.8437, 0.2920, -0.5077, -0.3559, -0.3053, -0.8050, 0.7824, 0.0558], "homo_ev": [-9.0, -9.9], "charge": 0, "orbital_gap_ev": [6.91, 8.85], "de_lowest_kj_mol": 600.6, "lumo_energy_ha": [-0.0757, -0.0398]}



11.
{"formula": "CHNOS", "method": "ωB97M-V/def2-TZVPD", "species": ["C", "N", "O", "S", "H"], "coordinates": [[-0.6310, -0.3686, 0.0085], [-1.1890, -1.3646, -0.4713], [-2.8638, 0.9346, -0.4468], [-2.3585, -0.1459, 0.3763], [0.3147, 0.1393, -0.0617]], "nbo_charge": [-0.1366, -0.4010, -0.9080, 1.2182, 0.2274], "homo_ev": -9.7, "charge": 0, "orbital_gap_ev": 10.18, "de_lowest_kj_mol": 92.2, "lumo_energy_ha": 0.0172}



12.
{"formula": "CHNOS", "method": "ωB97M-V/def2-TZVPD", "species": ["C", "N", "H", "O", "S"], "coordinates": [[-1.5476, 0.4945, 0.2329], [-0.7310, 0.6125, -0.5352], [-2.3792, 0.6926, 0.9504], [2.0299, -1.5688, -0.2768], [2.6279, -0.2308, -0.3712]], "nbo_charge": [0.0709, -0.3167, 0.2440, -0.6885, 0.6903], "homo_ev": [-9.0, -8.9], "charge": 0, "smiles": "C#N.O=S", "orbital_gap_ev": [7.80, 7.76], "de_lowest_kj_mol": 112.0, "lumo_energy_ha": [-0.0424, -0.0432]}



Number 1: M 119.1 Da. Number 2: M 103.0 Da. Number 3: M 103.0 Da. Number 4: M 151.1 Da. Number 5: M 103.1 Da. Number 6: M 117.0 Da. Number 7: M 43.0 Da. Number 8: M 91.1 Da. Number 9: M 107.1 Da. Number 10: M 123.1 Da. Number 11: M 75.1 Da. Number 12: M 75.1 Da.